Computed, not measured: a molecular structure, C26H43Cl3N3O3SiYb, with ωB97M-V with the def2-TZVPD basis set.

Cartesian coordinates (Å):
1 C -4.22702 -1.19931 2.11470
2 C -4.68988 -1.38035 0.70839
3 H -4.83201 -0.42891 2.59818
4 H -3.16876 -0.91371 2.17412
5 H -4.35495 -2.12832 2.68870
6 C -5.96328 -1.18296 0.32317
7 C -7.07364 -0.75085 1.21017
8 H -6.26573 -1.41328 -0.69744
9 H -6.80426 0.08393 1.86581
10 H -7.44924 -1.56632 1.84161
11 H -7.90340 -0.42443 0.57744
12 Yb 1.69837 -0.11616 1.62388
13 Cl 2.27756 -2.69192 1.67525
14 Cl -0.81137 -0.12684 2.60708
15 C 3.08717 -1.41809 -1.02395
16 O 2.86833 -0.27927 -0.56580
17 N 3.00590 -1.80130 -2.30439
18 C 2.76889 -0.85100 -3.38744
19 C 2.84597 -3.21264 -2.63060
20 H 3.35400 -2.23689 -0.32918
21 H 3.34982 0.06686 -3.24495
22 H 1.70487 -0.59411 -3.49123
23 H 3.09349 -1.34128 -4.30889
24 H 3.26769 -3.80792 -1.81330
25 H 3.37667 -3.41204 -3.56959
26 H 1.78090 -3.47081 -2.74347
27 H -0.03214 3.32632 4.91783
28 H -1.24057 2.26531 2.47393
29 C 0.42692 4.02407 4.20434
30 C -0.83217 3.26228 2.21176
31 N 0.45168 3.48872 2.85100
32 H 1.45518 4.21822 4.51389
33 C 1.56151 2.90415 2.37569
34 O 1.67285 2.26484 1.30693
35 H -0.71938 3.33261 1.12301
36 H 2.43499 2.98127 3.05739
37 H -0.14730 4.95131 4.19448
38 H -1.51531 4.03555 2.56927
39 O -2.62203 -0.81961 -0.35373
40 C -3.62143 -1.83657 -0.29464
41 C -4.60670 -1.16585 -2.51952
42 C -4.15247 -2.18441 -1.67925
43 H -4.55055 -0.13117 -2.17005
44 C -5.15080 -1.49510 -3.76092
45 H -3.16484 -2.72664 0.17858
46 C -4.23161 -3.53046 -2.06774
47 H -5.46051 -0.68745 -4.41976
48 C -5.33911 -2.83518 -4.11271
49 C -4.85935 -3.85119 -3.27846
50 H -3.82503 -4.29177 -1.38949
51 H -5.86433 -3.08125 -5.03676
52 H -4.99356 -4.90389 -3.54599
53 Si -1.48049 -0.30493 -1.49092
54 Cl 1.93181 0.85211 4.15752
55 C -2.13551 1.14813 -2.45920
56 C -0.98835 -1.75783 -2.56584
57 C -0.09834 0.28006 -0.43673
58 H -2.89435 0.88604 -3.20660
59 H -1.28903 1.61378 -2.98816
60 H -2.56295 1.90561 -1.78656
61 H -0.46770 0.99754 0.31056
62 H 0.72459 0.72290 -1.01601
63 H 0.20317 -0.65184 0.08422
64 H -1.85385 -2.25705 -3.01610
65 H -0.45843 -2.50314 -1.95773
66 H -0.32419 -1.46774 -3.39062
67 C 8.65667 2.96503 1.95631
68 C 7.29521 2.32965 1.89413
69 C 6.98294 1.26497 2.73696
70 C 5.70160 0.69633 2.66392
71 N 4.78362 1.13444 1.80889
72 C 5.05593 2.16787 1.01908
73 C 6.30841 2.80231 1.02872
74 H 8.83126 3.42773 2.93794
75 H 9.44293 2.21359 1.80608
76 H 8.75602 3.73578 1.18536
77 H 7.70540 0.86488 3.44314
78 H 5.42217 -0.13199 3.31392
79 H 4.26033 2.50155 0.35407
80 H 6.48112 3.64803 0.36631

## Properties
E_LUMO (spin up / spin down)   0.01297 / -0.01406 Ha
Multiplicity   2
Expectation value of S²   0.7509
Orbital gap (spin up / spin down)   8.711 / 7.978 eV
HOMO energy (spin up / spin down)   -8.36 / -8.36 eV



Computed, not measured: a molecular structure, C20H38O7S, with ωB97M-V with the def2-TZVPD basis set.

Cartesian coordinates (Å):
1 C -1.80986 -1.09725 3.94524
2 C -1.19870 -0.09166 2.86324
3 C -0.53966 1.22243 3.49096
4 O -1.00144 1.83755 4.47066
5 O 0.68360 1.70842 2.92909
6 C 0.44765 2.90084 2.11798
7 C -0.32449 2.49823 0.77518
8 C 0.48122 2.93017 -0.56942
9 C 2.02796 2.48556 -0.67513
10 C 2.16777 1.03170 -0.00767
11 C 3.37659 0.15677 -0.57972
12 C 3.19013 -1.42592 -0.42738
13 C 2.56959 -1.90532 0.96354
14 C 1.91270 -3.39158 0.85987
15 C 0.68069 -3.45375 -0.16914
16 C -0.75442 -3.28630 0.54522
17 O -1.76929 -3.64489 -0.44841
18 C -3.06889 -3.21238 -0.00459
19 O 0.29312 4.40359 -0.51712
20 S -1.07710 4.78362 -1.44570
21 O -2.16526 5.56472 -0.78155
22 O -0.83077 5.52370 -2.73439
23 O -1.51805 3.22567 -1.98990
24 C -0.21888 2.57754 -1.97112
25 C -0.03680 1.12834 -2.60804
26 C -0.97930 -0.01030 -1.99911
27 C -0.68512 -1.34649 -2.87962
28 C -2.55009 0.27037 -2.12707
29 H -1.06054 -1.90296 4.25385
30 H -2.27910 -0.57193 4.84972
31 H -2.67278 -1.65262 3.42072
32 H -0.42420 -0.61205 2.19717
33 H -2.05419 0.25244 2.17483
34 H -0.10265 3.67890 2.75587
35 H 1.47427 3.34216 1.89191
36 H -0.52853 1.38274 0.66079
37 H -1.32748 3.04189 0.78195
38 H 2.30900 2.39328 -1.78875
39 H 2.69871 3.28107 -0.21582
40 H 1.19867 0.45197 -0.15884
41 H 2.39414 1.20976 1.10758
42 H 4.38896 0.46428 -0.16049
43 H 3.42063 0.36861 -1.71489
44 H 4.24865 -1.88150 -0.48200
45 H 2.64811 -1.82223 -1.35316
46 H 1.74804 -1.24060 1.38336
47 H 3.42244 -1.99784 1.72275
48 H 2.73994 -4.13469 0.62772
49 H 1.46669 -3.59577 1.90205
50 H 0.73250 -4.44645 -0.73407
51 H 0.73790 -2.62864 -0.94965
52 H -0.92373 -2.17944 0.77653
53 H -0.87781 -3.97463 1.44709
54 H -3.20993 -2.07034 -0.03919
55 H -3.27456 -3.59404 1.06217
56 H -3.88863 -3.66744 -0.65859
57 H 0.38167 3.25302 -2.69468
58 H 1.04211 0.73450 -2.52208
59 H -0.23784 1.18963 -3.73859
60 H -0.72526 -0.31043 -0.92190
61 H -1.15506 -2.28050 -2.42754
62 H -1.16744 -1.20561 -3.91704
63 H 0.43945 -1.48246 -3.08786
64 H -3.05244 -0.74342 -2.33950
65 H -3.01718 0.62346 -1.13488
66 H -2.81547 0.94448 -3.00241

## Properties
E_LUMO   0.01536 Ha
Orbital gap   10.771 eV
HOMO energy   -10.35 eV